# 1
13
Properties=species:S:1:pos:R:3 method="wB97M-V/def2-TZVPD" orbital_gap_ev=6.537 homo_energy_ha=-0.267 total_charge=0 total_energy_ev=-16015.6039 lumo_energy_ev=-0.73 relative_energy_ev=3.192
S -1.41 1.33 -0.12
N -0.32 -1.20 0.74
N 1.81 -1.85 0.06
C 0.51 1.75 -0.41
C 0.56 -1.45 -0.23
H 0.10 -1.21 -1.21
H 0.62 1.01 -1.09
H 2.61 -1.24 0.01
H 2.03 -2.56 0.64
H -0.47 -1.94 1.49
H 0.54 2.79 -0.78
H -0.95 -0.15 0.60
H 1.14 1.66 0.53



# 2
14
Properties=species:S:1:pos:R:3 method="wB97M-V/def2-TZVPD" orbital_gap_ev=8.956 homo_energy_ha=-0.310 total_charge=0 total_energy_ev=-26853.5438 lumo_energy_ev=0.53 relative_energy_ev=0.900
S 3.12 -1.18 1.18
S 2.64 -0.11 -0.57
N -1.54 -0.01 0.99
N -2.57 -0.47 -1.10
C -1.62 0.06 -0.27
C 1.68 1.19 0.24
H -0.80 0.42 -0.90
H -2.52 -0.24 -2.06
H 2.66 -2.35 0.71
H 0.64 0.95 0.44
H 1.50 2.00 -0.48
H -3.37 -0.92 -0.70
H 2.16 1.51 1.16
H -1.99 -0.85 1.37



# 3
14
Properties=species:S:1:pos:R:3 method="wB97M-V/def2-TZVPD" orbital_gap_ev=8.951 homo_energy_ha=-0.303 total_charge=0 total_energy_ev=-26850.9384 lumo_energy_ev=0.70 relative_energy_ev=3.506
S 1.89 1.45 0.28
S -1.83 1.49 -0.15
N -0.69 0.29 0.09
N 0.51 0.42 -0.52
C -0.99 -0.56 1.23
C 0.95 -0.83 -1.11
H 0.92 -1.56 -0.41
H 2.22 1.71 -0.89
H -1.43 2.29 0.91
H 0.43 -0.95 -2.06
H -1.76 -1.17 0.82
H -1.33 0.01 2.12
H 1.92 -0.57 -1.60
H -0.11 -1.13 1.44



# 4
14
Properties=species:S:1:pos:R:3 method="wB97M-V/def2-TZVPD" orbital_gap_ev=8.498 homo_energy_ha=-0.287 total_charge=0 total_energy_ev=-26853.6214 lumo_energy_ev=0.70 relative_energy_ev=0.823
S -1.77 0.74 -1.20
S -0.58 1.71 0.23
N 1.60 -1.21 2.08
N 2.04 -0.91 -0.20
C -1.32 -1.02 -1.11
C 2.24 -1.51 0.91
H 0.11 0.65 0.64
H -1.39 -1.38 -0.08
H 0.71 -0.76 1.97
H -1.96 -1.61 -1.76
H 2.92 -2.36 0.98
H -0.28 -1.11 -1.43
H 2.26 -1.56 -0.95
H 1.83 -1.69 2.92



# 5
13
Properties=species:S:1:pos:R:3 method="wB97M-V/def2-TZVPD" orbital_gap_ev=9.933 homo_energy_ha=-0.499 total_charge=+1 total_energy_ev=-6666.2168 lumo_energy_ev=-3.65 relative_energy_ev=2.412
N -2.00 0.39 0.10
N 2.62 0.29 -0.25
N 0.56 -0.71 -0.01
C -0.82 -0.92 0.11
C 1.32 0.31 -0.07
H 3.18 -0.56 -0.46
H -1.27 -1.56 -0.65
H -1.47 0.98 -0.46
H 3.03 1.16 0.05
H 0.78 1.27 -0.11
H -0.84 -1.39 1.09
H -2.27 0.75 1.04
H -2.81 -0.02 -0.40



# 6
13
Properties=species:S:1:pos:R:3 method="wB97M-V/def2-TZVPD" orbital_gap_ev=10.887 homo_energy_ha=-0.598 total_charge=+1 total_energy_ev=-6664.1129 lumo_energy_ev=-5.40 relative_energy_ev=4.516
N 0.49 0.62 -0.24
N 0.95 0.65 -1.62
N 0.47 1.59 0.46
C -1.23 -0.77 1.15
C -0.16 -0.72 0.06
H 1.56 1.28 -1.96
H 1.03 2.43 0.21
H 0.63 -1.28 0.56
H -0.66 -0.74 2.08
H -1.95 0.04 1.12
H 0.79 -0.22 -2.05
H -1.56 -1.83 1.15
H -0.36 -1.05 -0.92